# 1
{"formula": "C6H13NO", "method": "the ωB97M-V functional and the def2-TZVPD basis", "species": ["C", "N", "C", "C", "C", "C", "C", "O", "H", "H", "H", "H", "H", "H", "H", "H", "H", "H", "H", "H", "H"], "xyz": [[0.649, 1.836, 2.669], [-0.317, 0.782, 2.403], [-0.027, -0.014, 1.268], [-0.948, -0.609, 0.513], [-0.587, -1.661, -0.519], [0.431, -1.187, -1.595], [0.277, 0.210, -2.142], [-0.855, 0.328, -3.007], [1.119, 2.310, 1.798], [1.469, 1.460, 3.296], [0.169, 2.604, 3.273], [-1.239, 1.191, 2.436], [1.051, -0.060, 1.148], [-1.993, -0.424, 0.741], [-1.472, -2.139, -0.936], [-0.088, -2.485, -0.003], [0.410, -1.917, -2.413], [1.421, -1.333, -1.170], [1.195, 0.477, -2.659], [0.098, 0.935, -1.363], [-0.760, -0.305, -3.736]], "smiles": "CN/C=C/CCCO", "lumo_energy_ev": 1.016, "mol_weight_da": 115.2, "gap_ha": 0.3281, "e_homo_ev": -7.9, "e_tot_ha": -366.35911, "relative_energy_kcal_mol": 46.93}

# 2
{"formula": "C6H13NO", "method": "the ωB97M-V functional and the def2-TZVPD basis", "species": ["C", "N", "C", "O", "C", "C", "C", "C", "H", "H", "H", "H", "H", "H", "H", "H", "H", "H", "H", "H", "H"], "xyz": [[-0.236, 2.846, -0.165], [0.957, 2.055, -0.277], [1.115, 0.696, -0.720], [2.248, 0.335, -0.890], [-0.161, -0.126, -0.808], [-0.099, -1.488, -0.068], [0.833, -1.520, 1.171], [-1.523, -1.916, 0.253], [-0.494, 3.389, -1.079], [-1.062, 2.211, 0.172], [-0.161, 3.585, 0.645], [1.787, 2.572, -0.524], [-1.001, 0.423, -0.389], [-0.360, -0.147, -1.889], [0.355, -2.157, -0.808], [0.331, -1.338, 2.118], [1.438, -2.425, 1.144], [1.647, -0.812, 1.021], [-1.577, -2.977, 0.523], [-1.851, -1.401, 1.172], [-2.186, -1.805, -0.602]], "smiles": "CNC(=O)CC(C)C", "lumo_energy_ev": 0.906, "mol_weight_da": 115.2, "gap_ha": 0.3795, "e_homo_ev": -9.4, "e_tot_ha": -366.40279, "relative_energy_kcal_mol": 19.52}

# 3
{"formula": "C6H13NO", "method": "the ωB97M-V functional and the def2-TZVPD basis", "species": ["C", "C", "C", "C", "C", "N", "C", "O", "H", "H", "H", "H", "H", "H", "H", "H", "H", "H", "H", "H", "H"], "xyz": [[-0.739, -2.199, 0.461], [-1.092, -0.891, -0.229], [0.281, 0.100, -0.605], [0.074, 0.739, -1.961], [0.512, 1.146, 0.453], [1.917, 1.224, 0.811], [-0.296, 0.546, 1.629], [-1.314, 1.045, 2.056], [-1.586, -2.884, 0.425], [0.113, -2.684, -0.015], [-0.500, -2.034, 1.510], [-2.000, -0.442, 0.172], [-1.432, -1.118, -1.241], [1.080, -0.640, -0.617], [0.936, 1.346, -2.238], [-0.813, 1.375, -1.910], [-0.054, -0.019, -2.731], [0.039, 2.111, 0.212], [2.051, 1.858, 1.590], [2.462, 1.547, 0.020], [0.359, -0.125, 2.209]], "smiles": "CC[C@@H](C)[C@H](N)C=O", "lumo_energy_ev": 1.002, "mol_weight_da": 115.2, "gap_ha": 0.3807, "e_homo_ev": -9.4, "e_tot_ha": -366.35733, "relative_energy_kcal_mol": 48.05}

# 4
{"formula": "C6H13NO", "method": "the ωB97M-V functional and the def2-TZVPD basis", "species": ["C", "C", "C", "C", "N", "C", "C", "O", "H", "H", "H", "H", "H", "H", "H", "H", "H", "H", "H", "H", "H"], "xyz": [[1.458, 2.418, 0.576], [0.565, 1.431, -0.228], [0.590, -0.074, 0.251], [1.842, -0.722, -0.261], [-0.666, -0.601, -0.267], [-1.561, -1.377, 0.424], [-2.823, -1.668, -0.364], [-1.407, -1.743, 1.565], [1.921, 3.081, -0.149], [2.322, 1.880, 0.964], [0.893, 2.802, 1.417], [-0.463, 1.772, -0.108], [0.819, 1.461, -1.279], [0.477, -0.116, 1.334], [2.706, -0.058, -0.311], [1.709, -1.256, -1.206], [2.173, -1.519, 0.411], [-0.966, -0.418, -1.206], [-3.590, -1.746, 0.406], [-3.215, -0.928, -1.064], [-2.784, -2.616, -0.903]], "smiles": "CC[C@H](C)NC(C)=O", "lumo_energy_ev": 0.878, "mol_weight_da": 115.2, "gap_ha": 0.3809, "e_homo_ev": -9.5, "e_tot_ha": -366.41394, "relative_energy_kcal_mol": 12.52}

# 5
{"formula": "C6H13NO", "method": "the ωB97M-V functional and the def2-TZVPD basis", "species": ["C", "C", "C", "C", "C", "N", "C", "H", "H", "H", "H", "H", "H", "H", "H", "H", "H", "H", "H", "H", "O"], "xyz": [[-1.081, -0.429, 1.304], [0.322, 0.470, -1.984], [1.296, -0.425, -2.103], [2.341, -0.463, -1.064], [-1.014, 1.061, 0.765], [-1.901, 1.377, -0.156], [-1.277, 0.855, 2.192], [-0.079, -0.865, 1.462], [3.353, -0.660, -1.380], [-1.509, -1.125, 0.592], [0.530, 1.411, -1.426], [-0.677, 0.402, -2.382], [1.075, -1.325, -2.695], [-2.839, 1.410, 0.296], [2.255, 0.389, -0.396], [-0.040, 1.274, 0.391], [-0.398, 0.958, 2.756], [-2.272, 0.832, 2.557], [1.287, -2.423, 1.222], [1.948, -1.337, -0.350], [0.862, -1.675, 0.789]], "lumo_energy_ev": -2.802, "mol_weight_da": 115.2, "gap_ha": 0.1793, "e_homo_ev": -7.7, "e_tot_ha": -366.06532, "relative_energy_kcal_mol": 231.29}

# 6
{"formula": "C6H13NO", "method": "the ωB97M-V functional and the def2-TZVPD basis", "species": ["C", "C", "N", "C", "C", "H", "H", "H", "H", "H", "H", "H", "C", "C", "O", "H", "H", "H", "H", "H", "H"], "xyz": [[1.572, -0.153, -0.743], [1.041, 1.209, -1.200], [3.031, -0.194, -0.923], [1.260, -0.386, 0.666], [1.057, -0.596, 1.830], [1.034, -0.927, -1.318], [3.256, -0.104, -1.908], [3.411, -1.072, -0.589], [1.482, 2.005, -0.601], [-0.043, 1.237, -1.119], [1.304, 1.372, -2.246], [0.884, -0.819, 2.848], [-2.115, -1.383, -0.066], [-2.229, 1.008, 1.238], [-1.829, -0.616, -1.041], [-1.275, -1.767, 0.539], [-2.541, -0.374, 1.057], [-2.851, -2.191, -0.224], [-1.149, 1.008, 1.211], [-2.606, 1.285, 2.214], [-2.693, 1.458, 0.374]], "lumo_energy_ev": -0.236, "mol_weight_da": 115.2, "gap_ha": 0.3359, "e_homo_ev": -9.4, "e_tot_ha": -366.21778, "relative_energy_kcal_mol": 135.62}

# 7
{"formula": "C6H13NO", "method": "the ωB97M-V functional and the def2-TZVPD basis", "species": ["C", "C", "C", "N", "H", "H", "H", "H", "H", "H", "H", "C", "C", "O", "C", "H", "H", "H", "H", "H", "H"], "xyz": [[0.504, -2.300, 0.584], [0.648, -1.151, -0.395], [1.765, -0.305, -0.270], [2.293, 0.081, 0.920], [1.432, -2.740, 0.954], [-0.005, -1.919, 1.473], [-0.164, -3.041, 0.148], [0.506, -1.460, -1.426], [2.200, 0.180, -1.132], [1.854, -0.268, 1.758], [3.061, 0.731, 0.940], [-2.371, -0.038, -0.746], [-1.236, 0.021, -0.004], [-0.327, 1.224, 0.039], [-0.716, 2.500, -0.393], [-2.370, 0.198, -1.799], [-3.341, -0.083, -0.280], [-1.395, -0.185, 1.056], [-1.485, 2.478, -1.172], [-1.057, 3.086, 0.473], [0.202, 2.991, -0.726]], "smiles": "C/C=C\\N.C=COC", "lumo_energy_ev": [0.655, 0.656], "mol_weight_da": 115.2, "gap_ha": [0.2821, 0.2822], "e_homo_ev": [-7.0, -7.0], "e_tot_ha": -366.23550, "relative_energy_kcal_mol": 124.50}

# 8
{"formula": "C6H13NO", "method": "the ωB97M-V functional and the def2-TZVPD basis", "species": ["C", "C", "C", "C", "H", "H", "H", "H", "H", "H", "H", "H", "C", "N", "C", "O", "H", "H", "H", "H", "H"], "xyz": [[1.649, 0.627, 2.359], [1.915, 0.411, 1.056], [1.892, 1.576, 0.044], [2.192, -1.001, 0.546], [1.876, -0.204, 3.061], [1.413, 1.598, 2.786], [2.872, 1.954, -0.275], [1.323, 2.416, 0.425], [1.411, 1.225, -0.874], [2.859, -1.556, 1.244], [2.694, -0.916, -0.402], [1.270, -1.553, 0.322], [-2.514, 0.506, -1.639], [-3.142, -0.745, -1.177], [-2.385, -1.710, -0.558], [-1.163, -1.669, -0.450], [-1.595, 0.665, -1.063], [-3.230, 1.324, -1.475], [-2.231, 0.458, -2.717], [-4.154, -0.866, -1.090], [-2.951, -2.537, -0.123]], "smiles": "C=C(C)C.CNC=O", "lumo_energy_ev": 0.824, "mol_weight_da": 115.2, "gap_ha": 0.3544, "e_homo_ev": -8.8, "e_tot_ha": -366.37968, "relative_energy_kcal_mol": 34.03}